[1]
Formula: C52H78O26
Source: OMol25
Level of theory: ωB97M-V with the def2-TZVPD basis set

Structure (XYZ):
```
156
C52H78O26 ωB97M-V with the def2-TZVPD basis set
O 17.266 7.645 -7.436
C 17.381 7.428 -8.607
O 17.991 8.333 -9.398
C 17.967 7.927 -10.775
C 17.609 6.452 -10.786
C 16.962 6.215 -9.400
H 18.959 8.115 -11.184
H 17.247 8.544 -11.315
H 18.516 5.842 -10.793
H 17.030 6.165 -11.660
H 17.361 5.287 -9.000
H 15.877 6.189 -9.506
O 20.121 5.277 -7.862
C 19.422 4.689 -7.090
O 19.028 3.413 -7.288
C 18.328 2.900 -6.135
C 18.711 3.810 -4.979
C 19.079 5.118 -5.679
H 18.575 1.857 -5.965
H 17.245 3.020 -6.248
H 19.568 3.383 -4.452
H 17.900 3.924 -4.262
H 19.836 5.705 -5.169
H 18.160 5.717 -5.716
O 21.881 6.268 -4.784
C 22.938 6.614 -4.309
O 23.990 5.784 -4.190
C 25.082 6.456 -3.514
C 24.750 7.928 -3.585
C 23.215 7.941 -3.614
H 26.023 6.165 -3.973
H 25.068 6.146 -2.463
H 25.163 8.373 -4.493
H 25.113 8.509 -2.737
H 22.837 8.788 -4.171
H 22.761 7.901 -2.625
O 20.780 10.441 -6.411
C 21.460 9.625 -6.944
O 22.786 9.452 -6.646
C 23.387 8.448 -7.471
C 22.214 7.588 -7.982
C 21.049 8.527 -7.895
H 24.114 7.870 -6.895
H 23.941 8.913 -8.291
H 22.020 6.649 -7.477
H 22.488 7.404 -9.025
H 20.103 8.097 -7.577
H 20.935 9.098 -8.830
O 11.987 4.300 -5.160
C 12.877 5.059 -5.413
O 12.694 6.283 -5.975
C 13.906 7.053 -5.838
C 15.048 6.024 -5.849
C 14.343 4.850 -5.169
H 13.840 7.632 -4.918
H 14.034 7.700 -6.705
H 15.898 6.318 -5.245
H 15.303 5.679 -6.849
H 14.498 4.866 -4.092
H 14.549 3.880 -5.625
O 21.916 0.013 -4.533
C 22.286 1.102 -4.826
O 21.563 1.944 -5.619
C 22.127 3.277 -5.619
C 23.230 3.243 -4.553
C 23.551 1.774 -4.358
H 21.360 4.005 -5.379
H 22.629 3.502 -6.557
H 22.814 3.676 -3.638
H 24.122 3.798 -4.834
H 23.733 1.595 -3.302
H 24.422 1.478 -4.941
O 20.356 1.463 -2.141
C 20.326 2.542 -1.694
O 20.391 3.627 -2.510
C 20.706 4.841 -1.803
C 20.982 4.416 -0.357
C 20.350 3.025 -0.266
H 19.829 5.494 -1.792
H 21.495 5.317 -2.380
H 20.537 5.060 0.398
H 22.052 4.368 -0.152
H 19.296 3.076 0.024
H 20.896 2.413 0.443
O 18.012 -3.537 -7.728
C 18.474 -2.439 -7.616
O 19.598 -2.196 -6.933
C 20.023 -0.828 -7.058
C 19.221 -0.308 -8.257
C 17.932 -1.116 -8.162
H 21.072 -0.702 -7.308
H 19.738 -0.318 -6.139
H 19.705 -0.491 -9.216
H 19.105 0.773 -8.156
H 17.425 -1.278 -9.105
H 17.263 -0.738 -7.384
O 17.384 1.330 -12.861
C 16.858 1.655 -11.863
O 17.580 1.788 -10.724
C 16.684 2.040 -9.605
C 15.457 2.668 -10.239
C 15.410 1.934 -11.573
H 17.161 2.660 -8.848
H 16.577 1.042 -9.186
H 15.485 3.747 -10.375
H 14.596 2.449 -9.603
H 14.989 2.526 -12.385
H 14.824 1.015 -11.522
O 23.415 2.209 -8.178
C 22.630 2.636 -8.957
O 21.640 1.888 -9.494
C 20.728 2.703 -10.280
C 21.475 4.000 -10.506
C 22.653 4.019 -9.549
H 19.845 2.896 -9.671
H 20.422 2.230 -11.209
H 20.760 4.819 -10.458
H 21.963 4.026 -11.486
H 22.531 4.727 -8.729
H 23.604 4.144 -10.059
O 15.419 1.436 -6.851
C 14.292 1.029 -6.730
O 13.442 1.584 -5.857
C 12.238 0.853 -5.736
C 12.251 -0.349 -6.704
C 13.524 -0.034 -7.532
H 11.461 1.578 -5.973
H 12.143 0.467 -4.723
H 11.337 -0.377 -7.282
H 12.516 -1.282 -6.213
H 13.256 0.535 -8.432
H 14.195 -0.834 -7.829
O 20.448 7.934 -0.722
C 20.023 8.081 -1.828
O 20.533 8.948 -2.705
C 19.791 8.933 -3.960
C 18.428 8.338 -3.543
C 18.839 7.366 -2.446
H 20.330 8.336 -4.694
H 19.673 9.955 -4.296
H 17.933 7.823 -4.364
H 17.858 9.191 -3.175
H 19.214 6.482 -2.970
H 18.027 7.204 -1.749
O 16.322 5.632 -2.838
C 16.041 5.118 -1.787
O 14.801 4.630 -1.585
C 14.688 3.941 -0.336
C 16.028 4.173 0.406
C 16.921 4.918 -0.584
H 14.518 2.884 -0.534
H 13.895 4.343 0.290
H 16.422 3.234 0.794
H 15.843 4.771 1.299
H 17.772 4.329 -0.936
H 17.333 5.835 -0.174
```

Calculated values
Energy relative to the best compared isomer or geometry (same formula, charge and spin)   14.1 kcal/mol
Orbital gap   9.714 eV
Electronic energy   -108426.9678 eV

[2]
Formula: C52H78O39
Source: OMol25
Level of theory: ωB97M-V with the def2-TZVPD basis set

Structure (XYZ):
```
169
C52H78O39 ωB97M-V with the def2-TZVPD basis set
C -8.173 1.178 1.930
C -7.143 1.611 2.979
C -7.045 0.610 4.161
O -5.687 0.226 4.229
C -5.003 0.785 3.215
O -3.852 0.635 2.944
O -5.847 1.423 2.399
H -7.985 0.210 1.469
H -8.301 1.894 1.118
H -9.123 1.145 2.472
H -7.337 2.638 3.285
H -7.662 -0.249 3.895
H -7.349 1.044 5.112
C -0.887 -0.327 0.550
C 0.595 -0.047 0.391
C 1.208 -0.694 -0.866
O 1.960 0.339 -1.515
C 1.548 1.513 -1.011
O 1.855 2.562 -1.486
O 0.805 1.307 0.085
H -1.186 -1.367 0.428
H -1.458 0.321 -0.117
H -1.305 -0.058 1.524
H 1.158 -0.307 1.290
H 0.441 -1.090 -1.541
H 1.766 -1.606 -0.665
C 6.001 -0.995 -3.181
C 4.919 -0.040 -2.635
C 5.466 1.189 -1.880
O 5.086 2.277 -2.703
C 4.401 1.871 -3.764
O 4.062 2.553 -4.688
O 4.234 0.537 -3.747
H 6.388 -1.565 -2.334
H 6.813 -0.438 -3.651
H 5.635 -1.713 -3.913
H 4.267 -0.630 -2.000
H 6.543 1.190 -1.721
H 4.913 1.265 -0.940
C 3.704 3.878 1.083
C 4.194 5.233 1.577
C 5.556 5.184 2.311
O 6.345 6.141 1.625
C 5.738 6.503 0.470
O 6.231 7.230 -0.326
O 4.503 5.998 0.416
H 3.528 3.163 1.895
H 4.392 3.304 0.457
H 2.784 3.983 0.507
H 3.467 5.800 2.159
H 6.002 4.189 2.250
H 5.418 5.348 3.380
C -4.441 -6.324 -2.944
C -3.011 -5.828 -3.138
C -2.769 -4.962 -4.374
O -2.166 -3.761 -3.903
C -2.180 -3.761 -2.558
O -1.743 -2.879 -1.881
O -2.680 -4.914 -2.075
H -5.148 -5.552 -3.247
H -4.525 -6.512 -1.874
H -4.656 -7.234 -3.500
H -2.303 -6.656 -3.090
H -3.701 -4.722 -4.886
H -2.063 -5.427 -5.062
C 1.106 -4.026 0.618
C 2.099 -4.899 1.384
C 1.850 -5.092 2.888
O 1.968 -6.506 3.027
C 2.041 -7.111 1.828
O 2.167 -8.283 1.701
O 2.052 -6.199 0.827
H 1.501 -3.739 -0.356
H 0.829 -3.144 1.202
H 0.152 -4.512 0.401
H 3.108 -4.484 1.293
H 0.831 -4.825 3.167
H 2.595 -4.446 3.339
C -0.650 4.649 0.357
C -1.036 3.836 1.592
C 0.206 3.572 2.526
O -0.335 3.923 3.782
C -1.500 4.542 3.724
O -2.114 4.936 4.668
O -1.860 4.650 2.429
H -1.503 5.251 0.050
H -0.364 3.972 -0.450
H 0.230 5.272 0.516
H -1.636 2.952 1.369
H 1.051 4.148 2.160
H 0.407 2.502 2.498
C -0.573 -0.158 7.234
C -1.165 -0.401 5.856
C -0.848 0.734 4.869
O -0.157 0.121 3.785
C 0.081 -1.180 4.083
O 0.548 -1.968 3.303
O -0.522 -1.500 5.204
H -0.530 -1.085 7.809
H -1.181 0.512 7.841
H 0.442 0.240 7.189
H -2.241 -0.533 5.954
H -0.253 1.508 5.354
H -1.774 1.189 4.517
C 1.422 4.634 -4.000
C 2.434 5.703 -3.646
C 3.501 5.265 -2.598
O 4.723 5.581 -3.230
C 4.521 6.079 -4.459
O 5.430 6.441 -5.146
O 3.244 6.025 -4.784
H 1.918 3.700 -4.267
H 0.773 4.904 -4.832
H 0.796 4.415 -3.133
H 1.975 6.658 -3.381
H 3.397 4.209 -2.347
H 3.365 5.785 -1.651
C -3.298 -2.730 1.775
C -4.558 -2.989 0.919
C -5.024 -4.483 0.940
O -6.378 -4.427 1.387
C -6.669 -3.200 1.791
O -7.714 -2.850 2.261
O -5.677 -2.347 1.474
H -3.240 -1.722 2.191
H -2.424 -3.028 1.202
H -3.433 -3.288 2.707
H -4.356 -2.727 -0.120
H -4.467 -5.112 1.637
H -4.844 -4.927 -0.039
C 4.324 -2.123 4.376
C 4.920 -1.449 3.140
C 6.224 -2.064 2.639
O 5.976 -2.377 1.305
C 4.755 -2.003 0.905
O 4.313 -2.089 -0.188
O 4.053 -1.589 2.021
H 4.731 -1.688 5.294
H 4.405 -3.205 4.362
H 3.299 -1.765 4.509
H 5.037 -0.381 3.343
H 6.394 -2.967 3.231
H 7.064 -1.400 2.841
C -0.294 0.101 -4.398
C 0.910 0.320 -5.283
C 1.065 -0.596 -6.511
O 1.259 0.297 -7.584
C 1.112 1.565 -7.180
O 1.283 2.522 -7.861
O 0.650 1.609 -5.921
H -0.406 0.882 -3.645
H -0.247 -0.900 -3.966
H -1.190 0.227 -5.009
H 1.897 0.349 -4.817
H 0.138 -1.162 -6.646
H 1.905 -1.284 -6.443
C -4.258 0.313 -0.677
C -4.910 0.056 -2.023
C -3.929 -0.320 -3.136
O -4.447 -1.527 -3.628
C -5.471 -1.975 -2.864
O -5.933 -3.068 -2.940
O -5.817 -1.042 -1.967
H -5.042 0.575 0.029
H -3.466 1.063 -0.752
H -3.626 -0.498 -0.305
H -5.478 0.948 -2.293
H -2.926 -0.501 -2.743
H -3.905 0.545 -3.800
```

Calculated values
Energy relative to the best compared isomer or geometry (same formula, charge and spin)   50.7 kcal/mol
Orbital gap   9.214 eV
Electronic energy   -135045.0241 eV

[3]
Formula: C52H78O39
Source: OMol25
Level of theory: ωB97M-V with the def2-TZVPD basis set

Structure (XYZ):
```
169
C52H78O39 ωB97M-V with the def2-TZVPD basis set
C -3.381 5.979 5.575
C -2.307 5.311 4.741
C -1.498 4.234 5.482
O -1.551 3.093 4.633
C -2.398 3.322 3.608
O -2.576 2.541 2.727
O -2.924 4.553 3.685
H -4.182 6.301 4.904
H -3.012 6.872 6.071
H -3.859 5.262 6.243
H -1.631 6.066 4.337
H -1.924 4.040 6.471
H -0.449 4.468 5.668
C -5.371 -4.025 -3.319
C -4.226 -3.338 -3.999
C -4.670 -2.152 -4.888
O -3.759 -1.106 -4.560
C -2.988 -1.488 -3.520
O -2.090 -0.845 -3.081
O -3.454 -2.638 -3.001
H -5.867 -3.348 -2.620
H -5.047 -4.853 -2.686
H -6.110 -4.393 -4.031
H -3.567 -4.015 -4.544
H -5.677 -1.840 -4.604
H -4.654 -2.374 -5.952
C -0.378 -0.994 -0.061
C 0.483 0.176 0.311
C -0.120 1.109 1.358
O 0.959 1.447 2.215
C 1.941 0.534 2.066
O 2.950 0.493 2.699
O 1.606 -0.349 1.111
H 0.217 -1.785 -0.526
H -1.114 -0.700 -0.815
H -0.839 -1.429 0.824
H 1.010 0.702 -0.482
H -0.944 0.639 1.901
H -0.580 2.007 0.942
C 4.889 -0.095 5.874
C 4.532 -0.749 7.193
C 5.568 -0.506 8.311
O 4.798 -0.015 9.400
C 3.529 0.213 9.016
O 2.675 0.645 9.717
O 3.342 -0.151 7.725
H 4.107 -0.320 5.143
H 5.832 -0.462 5.470
H 4.899 0.997 5.891
H 4.375 -1.811 7.005
H 6.355 0.190 8.027
H 6.044 -1.448 8.583
C 3.169 -3.399 1.705
C 1.980 -4.168 1.188
C 2.129 -4.587 -0.285
O 1.553 -5.893 -0.307
C 1.487 -6.387 0.954
O 1.163 -7.496 1.228
O 1.843 -5.437 1.840
H 3.252 -3.334 2.788
H 3.004 -2.365 1.381
H 4.125 -3.728 1.295
H 1.091 -3.554 1.337
H 3.168 -4.600 -0.610
H 1.525 -3.962 -0.935
C -2.459 -6.486 -0.946
C -2.629 -5.639 0.276
C -1.368 -4.930 0.750
O -1.843 -3.636 1.127
C -3.030 -3.412 0.544
O -3.570 -2.351 0.536
O -3.497 -4.523 -0.054
H -3.350 -7.043 -1.242
H -1.731 -7.295 -0.800
H -2.076 -5.956 -1.820
H -3.100 -6.240 1.055
H -0.600 -4.852 -0.025
H -0.896 -5.418 1.602
C -3.928 1.005 0.401
C -4.463 0.219 -0.756
C -5.830 -0.453 -0.599
O -6.504 -0.146 -1.838
C -5.844 0.821 -2.498
O -6.227 1.387 -3.471
O -4.681 1.100 -1.883
H -3.554 0.337 1.175
H -4.629 1.743 0.792
H -3.075 1.602 0.067
H -3.716 -0.499 -1.094
H -6.393 -0.019 0.229
H -5.768 -1.532 -0.524
C -0.458 5.247 0.836
C 0.267 5.355 -0.506
C 0.150 6.738 -1.133
O 1.470 7.273 -1.024
C 2.328 6.316 -0.586
O 3.495 6.489 -0.462
O 1.665 5.183 -0.284
H -0.033 5.995 1.509
H -0.309 4.255 1.262
H -1.525 5.434 0.710
H -0.088 4.553 -1.149
H -0.540 7.404 -0.614
H -0.172 6.687 -2.173
C 2.008 1.589 -2.931
C 2.502 2.806 -3.675
C 2.359 2.806 -5.198
O 1.726 4.040 -5.495
C 1.245 4.601 -4.368
O 0.660 5.633 -4.308
O 1.654 3.896 -3.290
H 2.122 1.755 -1.861
H 2.569 0.690 -3.199
H 0.960 1.377 -3.153
H 3.533 3.016 -3.383
H 1.709 1.992 -5.533
H 3.326 2.686 -5.679
C 0.753 -1.307 -6.718
C 0.177 -1.815 -5.405
C 0.244 -3.344 -5.270
O 0.936 -3.552 -4.048
C 1.393 -2.382 -3.568
O 2.001 -2.294 -2.546
O 1.092 -1.365 -4.388
H 0.777 -0.213 -6.665
H 0.118 -1.500 -7.583
H 1.781 -1.639 -6.849
H -0.836 -1.437 -5.293
H 0.741 -3.850 -6.093
H -0.771 -3.730 -5.156
C 4.486 -0.371 -0.491
C 5.619 -1.368 -0.476
C 5.684 -2.270 -1.720
O 6.987 -2.072 -2.237
C 7.603 -1.055 -1.571
O 8.647 -0.601 -1.901
O 6.870 -0.660 -0.518
H 4.500 0.251 0.404
H 3.519 -0.869 -0.575
H 4.574 0.316 -1.338
H 5.582 -1.924 0.461
H 4.957 -1.951 -2.469
H 5.457 -3.295 -1.426
C -1.135 0.136 6.080
C -0.204 -0.277 4.960
C 1.203 -0.703 5.422
O 1.462 -1.893 4.677
C 0.302 -2.367 4.171
O 0.198 -3.402 3.593
O -0.708 -1.498 4.380
H -2.127 0.248 5.637
H -0.806 1.103 6.464
H -1.233 -0.573 6.899
H -0.095 0.539 4.245
H 1.305 -0.857 6.493
H 1.878 0.087 5.093
C -1.774 2.807 -2.539
C -2.411 2.420 -3.854
C -2.928 3.596 -4.706
O -2.263 3.398 -5.972
C -1.358 2.407 -5.875
O -0.617 2.070 -6.745
O -1.354 1.871 -4.643
H -1.240 1.956 -2.112
H -2.510 3.185 -1.827
H -1.023 3.581 -2.720
H -3.224 1.714 -3.686
H -2.544 4.516 -4.262
H -3.998 3.578 -4.871
```

Calculated values
Energy relative to the best compared isomer or geometry (same formula, charge and spin)   0.0 kcal/mol
Orbital gap   10.849 eV
Electronic energy   -135047.2244 eV

Among the records above, which one has the lowest electronic energy?
number 3

Look up the electronic energy of the third one.
-135047.2244 eV

The lowest electronic energy belongs to which entry?
number 3